Entry from the OMol25 dataset: CH3O3PS in the gas phase at a distorted geometry (ωB97M-V with the def2-TZVPD basis set).

ΔE to the lowest compared entry with this formula, charge and spin = 159.3 kJ/mol
LUMO level = -0.85 eV

Last column: Mulliken charge in e.
Element x y z (Å)
C  0.112  -0.033  1.105  -1.0320
O  1.312  -0.600  -2.528  -0.4221
O  -0.765  -0.268  -1.282  -0.2808
O  -0.963  2.040  0.040  -0.4591
P  0.518  -1.260  -1.443  0.4071
S  -1.307  0.641  0.146  0.6547
H  1.069  -0.097  0.511  0.3376
H  0.099  0.599  2.111  0.2879
H  -0.075  -1.022  1.340  0.5066

***

Entry from the OMol25 dataset: a molecular structure, C46H48N3SbTm at a distorted geometry (ωB97M-V with the def2-TZVPD basis set).

Total charge = -1
Multiplicity = 3
LUMO level (alpha / beta) = 2.48 / 2.48 eV

Last column: Mulliken spin population.
Element x y z (Å)
Tm  0.298  0.467  0.691  1.0256
N  2.064  -1.426  5.253  0.0990
N  1.152  2.661  0.660  -0.0035
C  -1.364  -0.561  -1.456  0.0159
C  -1.907  -0.508  -0.128  -0.0258
C  -1.500  -1.696  0.551  0.0047
C  -1.832  -2.056  1.923  -0.0559
H  -2.692  -1.536  2.324  -0.0035
H  -1.020  -1.847  2.605  0.0203
H  -1.806  -3.113  2.146  0.0026
C  -0.854  -2.544  -0.390  -0.0058
C  -0.549  -3.984  -0.171  -0.0026
H  -1.456  -4.616  -0.229  0.0002
H  -0.119  -4.151  0.824  0.0007
H  0.167  -4.385  -0.904  0.0002
C  -0.719  -1.822  -1.594  -0.0041
C  -0.050  -2.312  -2.828  -0.0009
H  1.048  -2.295  -2.723  0.0004
H  -0.308  -1.708  -3.709  0.0000
H  -0.334  -3.350  -3.055  0.0000
C  -2.739  0.581  0.446  -0.0036
H  -3.809  0.313  0.462  -0.0005
H  -2.668  1.518  -0.131  -0.0004
H  -2.464  0.780  1.498  0.0015
C  -1.800  0.305  -2.586  -0.0013
H  -1.036  0.340  -3.376  0.0001
H  -1.967  1.337  -2.253  -0.0001
H  -2.746  -0.010  -3.079  0.0003
C  3.326  -1.277  5.628  -0.0638
H  3.644  -1.935  6.474  -0.0036
C  4.226  -0.369  4.972  0.1788
H  5.262  -0.301  5.367  0.0095
C  3.835  0.378  3.845  -0.0578
H  4.544  1.064  3.310  -0.0035
C  2.519  0.234  3.388  0.1692
H  1.996  0.935  2.681  -0.0215
C  1.670  -0.696  4.159  -0.0897
C  0.411  -1.146  3.691  0.8761
H  -0.130  -0.226  3.099  0.0729
C  0.700  2.610  -0.589  -0.0030
C  0.734  3.817  1.329  0.0010
H  0.791  3.825  2.410  0.0013
C  0.439  4.677  0.335  -0.0024
H  0.128  5.690  0.466  -0.0001
N  0.502  3.956  -0.859  -0.0016
C  0.010  4.208  -2.153  -0.0003
C  -1.339  4.601  -2.262  0.0002
C  -1.824  4.592  -3.564  -0.0001
H  -2.791  5.031  -3.755  0.0000
C  -1.067  4.062  -4.604  0.0000
C  -1.499  4.235  -6.018  0.0000
H  -1.156  3.391  -6.633  0.0000
H  -1.042  5.142  -6.451  0.0000
H  -2.590  4.335  -6.116  0.0000
C  0.097  3.348  -4.343  0.0002
H  0.584  2.801  -5.137  -0.0001
C  0.668  3.390  -3.095  0.0009
C  1.760  2.444  -2.720  -0.0013
H  2.313  2.631  -1.789  0.0008
H  2.530  2.455  -3.493  -0.0001
H  1.392  1.408  -2.696  -0.0008
C  -2.208  4.779  -1.061  0.0001
H  -1.927  5.631  -0.444  0.0000
H  -2.250  3.900  -0.406  -0.0003
H  -3.235  4.941  -1.365  0.0000
C  4.945  -6.013  -2.384  0.0000
C  3.633  -5.569  -2.599  0.0000
C  3.134  -4.445  -1.914  -0.0007
C  3.952  -3.789  -0.984  0.0002
C  5.309  -4.116  -0.903  0.0004
C  5.794  -5.259  -1.564  0.0002
Sb  3.069  -2.401  0.533  0.0192
C  2.472  -3.926  2.010  -0.0220
C  1.475  -3.620  2.921  -0.1111
C  1.106  -4.469  3.952  -0.0005
C  1.704  -5.733  4.020  0.0024
C  2.677  -6.080  3.078  -0.0018
C  3.087  -5.176  2.087  -0.0012
C  4.970  -1.931  1.648  0.0042
C  5.521  -2.518  2.787  -0.0053
C  6.827  -2.168  3.171  0.0030
C  7.555  -1.220  2.443  -0.0008
C  6.952  -0.581  1.360  0.0033
C  5.649  -0.916  0.975  -0.0004
H  5.307  -6.928  -2.861  0.0000
H  2.988  -6.104  -3.300  0.0000
H  2.109  -4.111  -2.104  0.0001
H  6.000  -3.510  -0.311  0.0000
H  6.834  -5.559  -1.426  0.0000
H  0.981  -2.613  2.895  -0.0166
H  0.357  -4.136  4.677  0.0025
H  1.403  -6.422  4.806  0.0004
H  3.140  -7.064  3.110  -0.0002
H  3.875  -5.440  1.383  0.0010
H  4.961  -3.234  3.400  0.0033
H  7.274  -2.638  4.044  0.0002
H  8.580  -0.974  2.725  0.0001
H  7.484  0.185  0.797  0.0000
H  5.186  -0.392  0.135  -0.0039